1.
This record from OMol25 describes 9 unconnected molecules or ions with the total composition C46H55BN10O4P. The level of theory is ωB97M-V with the def2-TZVPD basis set.

Calculated values
gap between HOMO and LUMO = 7.270 eV
net charge = +1
E = -81646.0353 eV
multiplicity = 1

Cartesian coordinates (Å):
N: 0.809 0.813 4.285
C: 0.296 0.281 3.034
C: 0.878 0.914 1.791
N: 0.329 0.344 0.535
C: 1.106 0.554 -0.457
C: 2.286 1.339 -0.007
C: 3.547 1.391 -0.878
B: 3.940 2.887 -1.303
O: 2.990 3.757 -1.795
O: 5.235 3.316 -1.218
C: 2.372 0.806 1.440
P: 3.649 1.539 2.572
O: 3.804 2.982 1.815
O: 4.962 0.769 1.967
H: 1.001 1.805 4.230
H: 1.667 0.356 4.554
H: 0.456 -0.794 3.028
H: -0.780 0.434 3.032
H: 0.587 1.964 1.781
H: -0.542 -0.172 0.444
H: 0.890 0.181 -1.446
H: 1.847 2.338 0.082
H: 3.357 0.852 -1.805
H: 4.397 0.975 -0.356
H: 2.436 4.126 -1.103
H: 5.842 2.681 -1.610
H: 2.566 -0.272 1.390
H: 4.669 3.038 1.383
H: 4.750 0.033 1.388
N: -1.831 -2.274 3.322
C: -1.463 -3.553 3.392
C: -2.134 -4.503 4.144
C: -3.247 -4.105 4.867
C: -3.641 -2.777 4.807
C: -2.902 -1.907 4.023
H: -0.586 -3.823 2.815
H: -1.790 -5.528 4.161
H: -3.799 -4.816 5.467
H: -4.502 -2.416 5.351
H: -3.186 -0.863 3.952
N: 1.317 -5.038 1.552
C: 1.666 -6.315 1.685
C: 2.810 -6.736 2.349
C: 3.642 -5.778 2.899
C: 3.296 -4.442 2.767
C: 2.128 -4.131 2.090
H: 0.991 -7.036 1.237
H: 3.041 -7.789 2.431
H: 4.542 -6.069 3.425
H: 3.917 -3.660 3.183
H: 1.816 -3.096 1.970
N: 0.711 5.585 -5.829
C: 1.747 5.078 -5.165
C: 2.441 5.764 -4.180
C: 2.039 7.054 -3.872
C: 0.968 7.601 -4.560
C: 0.339 6.827 -5.524
H: 2.029 4.066 -5.437
H: 3.267 5.298 -3.667
H: 2.552 7.623 -3.107
H: 0.623 8.604 -4.355
H: -0.506 7.216 -6.080
N: -0.565 3.860 -0.077
C: -0.560 4.032 -1.398
C: -1.704 4.079 -2.176
C: -2.925 3.923 -1.542
C: -2.955 3.748 -0.167
C: -1.752 3.732 0.518
H: 0.418 4.139 -1.856
H: -1.634 4.211 -3.247
H: -3.846 3.929 -2.110
H: -3.888 3.617 0.362
H: -1.733 3.600 1.596
N: -6.530 -0.474 5.436
C: -6.562 -0.630 6.758
C: -7.718 -0.533 7.516
C: -8.909 -0.255 6.867
C: -8.893 -0.088 5.492
C: -7.683 -0.208 4.827
H: -5.609 -0.844 7.231
H: -7.683 -0.672 8.587
H: -9.834 -0.170 7.422
H: -9.799 0.131 4.944
H: -7.630 -0.087 3.751
N: -3.795 -0.387 -2.291
C: -4.696 -1.323 -2.575
C: -5.763 -1.121 -3.439
C: -5.905 0.119 -4.038
C: -4.975 1.106 -3.750
C: -3.946 0.799 -2.876
H: -4.554 -2.279 -2.086
H: -6.464 -1.920 -3.636
H: -6.723 0.314 -4.718
H: -5.046 2.089 -4.195
H: -3.193 1.535 -2.619
N: -2.051 2.387 -10.354
C: -1.006 1.888 -9.700
C: -0.296 2.589 -8.737
C: -0.687 3.884 -8.433
C: -1.773 4.416 -9.111
C: -2.417 3.630 -10.056
H: -0.727 0.873 -9.966
H: 0.546 2.128 -8.238
H: -0.159 4.465 -7.683
H: -2.117 5.422 -8.913
H: -3.271 4.012 -10.604
N: 6.830 -8.300 3.410
C: 7.902 -8.730 4.071
C: 9.203 -8.415 3.709
C: 9.404 -7.611 2.599
C: 8.298 -7.156 1.900
C: 7.041 -7.529 2.348
H: 7.704 -9.358 4.933
H: 10.037 -8.793 4.285
H: 10.404 -7.345 2.285
H: 8.406 -6.527 1.027
H: 6.146 -7.199 1.829



2.
This record from OMol25 describes 2 unconnected molecules or ions with the total composition C3H4OS at a distorted geometry. The level of theory is ωB97M-V with the def2-TZVPD basis set.

Calculated values
gap between HOMO and LUMO (spin up / spin down) = 6.320 / 9.228 eV
ΔE to the lowest compared entry with this formula, charge and spin = 115.91 kcal/mol
E = -16053.0836 eV
multiplicity = 1

Cartesian coordinates (Å):
C: 1.718 0.543 0.063
C: 2.697 1.245 -0.149
C: 0.632 -0.195 0.271
O: -2.595 -0.965 -0.392
S: -3.270 0.413 0.200
H: -3.284 -1.654 -0.527
H: 3.677 1.496 -0.373
H: -0.259 0.267 0.250
H: 0.683 -1.149 0.657